Entry 1:
Entry from the Open Molecules 2025 dataset: a molecular structure, C27H45ClIrN3P in a non-equilibrium geometry (ωB97M-V/def2-TZVPD).

Structure (XYZ):
```
78
Properties=species:S:1:pos:R:3:forces:R:3
Ir 0.699187 -0.120409 -0.159553 -0.358 1.184 1.425
P 0.075664 0.268547 -2.170153 -0.595 0.633 -5.285
Cl 2.313182 1.566556 0.262567 0.435 0.249 0.930
C -0.650778 1.552953 2.853804 -0.848 7.420 -0.671
H 0.193966 2.141269 2.498935 -0.385 -0.053 -0.364
H -1.476892 2.135118 3.270042 0.403 -0.213 0.419
C 1.407252 -0.722379 -3.065354 -0.412 0.017 -0.013
C 0.156805 2.081623 -2.676570 -0.418 -0.134 -0.408
C 2.810978 -0.175694 -2.820238 0.394 0.333 0.029
H 1.363923 -1.705065 -2.558915 -0.105 0.235 -0.163
C 3.869817 -1.157867 -3.346641 -0.091 0.005 -0.083
H 2.925503 0.792239 -3.337087 -0.031 -0.250 0.085
H 2.964738 0.042528 -1.753644 0.114 -0.184 -0.357
C 3.644418 -1.507452 -4.825240 -0.048 0.077 0.079
H 4.873818 -0.740597 -3.209191 -0.163 -0.046 0.033
H 3.819217 -2.077267 -2.750285 0.031 0.047 -0.012
C 2.209929 -1.981358 -5.070751 0.156 -0.029 -0.061
H 3.833296 -0.615935 -5.439261 0.001 -0.091 0.061
H 4.355505 -2.277175 -5.147805 -0.077 0.143 0.055
C 1.188199 -0.968602 -4.557190 -0.096 0.125 -0.324
H 2.042267 -2.169358 -6.137933 0.047 0.019 0.139
H 2.054070 -2.936121 -4.551061 -0.015 0.049 -0.047
H 1.298161 -0.017848 -5.105619 -0.007 -0.289 0.112
H 0.179537 -1.343492 -4.762564 0.418 0.149 0.031
C -1.546109 -0.328545 -2.935285 -0.215 0.449 0.393
C 0.574895 2.419605 -4.113617 -0.053 -0.242 -0.437
H -0.889542 2.406818 -2.520515 0.117 -0.154 -0.117
C 0.337383 3.914178 -4.360679 0.056 0.194 0.031
H 1.645431 2.189020 -4.247653 -0.301 0.101 0.086
H 0.032865 1.832458 -4.868039 0.245 0.225 0.246
C 1.129974 4.798994 -3.390062 -0.051 0.088 0.015
H 0.591804 4.168642 -5.395429 -0.039 -0.059 0.106
H -0.733026 4.124099 -4.232271 0.045 -0.027 -0.073
C 0.836819 4.414760 -1.942155 -0.084 -0.029 -0.501
H 2.204152 4.668764 -3.585836 -0.140 0.057 0.027
H 0.890409 5.855355 -3.546549 0.081 -0.087 -0.140
C 1.005773 2.918479 -1.758092 -0.175 0.456 0.810
H 1.505271 4.936322 -1.246761 -0.130 -0.063 -0.124
H -0.191060 4.678359 -1.669858 -0.004 0.147 -0.075
H 2.063421 2.675283 -1.931675 -0.299 -0.038 0.260
H 0.733973 2.707717 -0.712502 0.196 0.205 -0.802
C -1.745028 -1.847569 -3.049272 0.187 -0.224 0.051
H -2.274607 0.029263 -2.184150 0.043 -0.061 -0.153
C -3.191891 -2.180563 -3.452543 -0.070 0.165 0.063
H -1.076893 -2.261908 -3.817791 -0.124 0.062 0.246
H -1.474958 -2.322875 -2.097826 -0.295 0.006 -0.264
C -3.611401 -1.484746 -4.755663 0.088 0.037 0.059
H -3.317598 -3.265350 -3.554556 0.075 0.173 0.086
H -3.858772 -1.850984 -2.645112 0.017 -0.079 -0.058
C -3.349885 0.022301 -4.687413 -0.175 -0.174 0.143
H -3.046919 -1.911880 -5.596225 -0.033 0.041 0.095
H -4.673233 -1.667495 -4.962721 0.192 -0.033 0.050
C -1.914465 0.333717 -4.276893 0.265 0.268 -0.286
H -3.571696 0.494109 -5.652970 0.056 -0.063 0.172
H -4.022399 0.474508 -3.947522 -0.033 -0.041 -0.071
H -1.237329 -0.035482 -5.066908 -0.240 0.213 0.271
H -1.796332 1.425246 -4.238043 -0.082 -0.361 0.052
C -0.018708 -1.929644 -0.085817 -0.752 -1.668 -1.010
C -0.532974 0.216566 2.977223 1.308 -8.255 0.216
H 0.202629 -2.419410 -1.081080 -0.147 0.536 0.780
C -1.620962 -0.745909 3.361685 0.774 0.118 -0.466
H 0.495779 -0.220912 3.031435 -1.119 0.571 0.728
C -1.226869 -2.229893 3.260801 -0.469 -0.001 0.215
H -1.797308 -0.542531 4.427177 -0.301 0.146 0.226
H -2.575708 -0.568633 2.842622 0.111 0.121 0.069
C -1.356116 -2.862820 1.872383 -0.429 -0.845 -0.332
H -0.217593 -2.355976 3.649832 0.173 -0.008 0.047
H -1.877036 -2.804387 3.940606 0.154 0.275 -0.127
C -0.046750 -2.946554 1.012522 -0.061 0.364 0.639
H -1.771107 -3.904289 2.007115 0.508 0.954 -0.212
H -2.131512 -2.308255 1.304265 0.369 -0.310 0.168
H 0.840652 -2.795226 1.697203 -0.955 -0.479 -0.699
H 0.042130 -3.929815 0.529867 -0.045 0.118 0.370
N 1.750839 -0.853604 1.161251 3.584 -1.775 3.720
C 2.535979 -0.990111 2.025372 0.214 -0.904 0.186
N 3.350804 -1.351395 2.935618 -0.356 0.456 -1.165
C 3.034039 -1.080043 4.183132 -0.933 0.469 3.969
N 2.743203 -0.903675 5.319283 0.905 -0.427 -3.092
```
Forces are in eV/Å.

Values from the calculation:
Charge: 0
Electronic energy (Ha): -2125.59051
Relative energy (zero: lowest compared OMol25 entry of this formula, charge and spin) (kJ/mol): 155.7
E_LUMO (spin up / spin down) (eV): 0.3 / -2.9
2S+1: 6

Atomic partial charges in e from the Löwdin method, atoms 1 to 6: atom 1 (Ir): 1.096, atom 2 (P): 0.873, atom 3 (Cl): 0.174, atom 4 (C): -0.020, atom 5 (H): 0.039, atom 6 (H): 0.060

---

Entry 2:
Entry from the Open Molecules 2025 dataset: a single C7H12 molecule in a non-equilibrium geometry (ωB97M-V/def2-TZVPD).

Structure (XYZ):
```
19
Properties=species:S:1:pos:R:3:forces:R:3
C -1.879234 -1.800502 2.200780 0.346 0.286 -0.398
C -1.715254 -0.938975 1.195417 1.812 1.366 0.864
C -0.348843 0.009906 0.927759 -4.471 -4.017 1.594
C 0.796703 -0.822779 0.419706 0.038 0.003 -0.146
C -0.098047 -0.023265 -0.487022 3.127 4.870 -1.344
C 0.584052 1.481861 -0.897285 -0.986 -2.698 -0.334
C 1.506434 1.295359 -2.084382 0.208 0.322 -0.223
H -2.817936 -2.325308 2.365431 0.151 0.037 -0.161
H -1.068451 -2.027650 2.889571 -0.104 0.110 -0.019
H -2.552813 -0.755960 0.522823 0.230 0.142 -0.030
H -0.303148 0.841170 1.618214 0.260 0.184 -0.394
H 1.810754 -0.475013 0.580067 -0.051 0.084 -0.106
H 0.691589 -1.901560 0.436097 -0.087 0.121 0.108
H -0.718293 -0.379005 -1.297031 -0.265 -0.345 0.390
H -0.259591 2.131674 -1.142754 0.042 -0.012 -0.008
H 1.122838 1.943975 -0.064899 -0.169 -0.417 0.171
H 1.921195 2.254441 -2.415221 -0.010 -0.124 -0.049
H 2.349721 0.643451 -1.835049 -0.121 0.037 0.007
H 0.978324 0.848179 -2.932221 0.051 0.051 0.077
```
Forces are in eV/Å.

Values from the calculation:
Charge: 0
Electronic energy (Ha): -273.81875
Relative energy (zero: lowest compared OMol25 entry of this formula, charge and spin) (kJ/mol): 235.8
E_LUMO (eV): 1.2
2S+1: 1
Structure (SMILES): C=C[C@H]1C[C@@H]1CC

Atomic partial charges in e from the Löwdin method, atoms 1 to 6: atom 1 (C): -0.025, atom 2 (C): -0.107, atom 3 (C): -0.243, atom 4 (C): -0.088, atom 5 (C): -0.251, atom 6 (C): -0.192

---

Entry 3:
Entry from the Open Molecules 2025 dataset: 10 unconnected molecules or ions with the total composition C24H30F7N3O27 in a non-equilibrium geometry (ωB97M-V/def2-TZVPD).

Structure (XYZ):
```
91
Properties=species:S:1:pos:R:3:forces:R:3
O -0.169531 10.459494 0.024521 3.023 -0.738 0.439
C 0.682799 9.733774 0.526781 -2.314 3.216 -2.345
O 2.021549 9.700424 0.370411 0.401 0.847 -1.368
C 2.639689 8.693134 1.204011 -1.824 0.659 -0.724
C 1.344549 7.913134 1.517461 1.223 -0.110 1.588
F 1.382259 7.577554 2.820531 -0.300 -0.494 1.083
O 0.278399 8.822724 1.344321 0.469 -3.360 1.561
H 3.365939 8.066374 0.686491 -0.089 0.403 -0.274
H 3.092879 9.276524 2.005481 -0.124 -0.702 0.448
H 1.257639 6.973114 0.972561 -0.457 0.269 -0.421
O 7.476859 -2.153556 6.073851 -4.312 -0.195 -2.444
C 6.368629 -2.172746 5.496911 3.483 -1.744 3.589
O 5.383829 -3.111986 5.723951 1.263 -0.057 1.475
C 4.268089 -2.834846 4.947071 -0.159 0.624 -2.019
C 4.546989 -1.415566 4.465701 -1.185 -0.963 -0.392
F 3.847079 -0.532216 5.243741 0.708 0.374 0.221
O 5.941139 -1.320976 4.602581 -0.750 2.110 -1.134
H 4.307329 -3.468766 4.061221 -0.137 -0.279 -0.049
H 3.262169 -2.908556 5.360351 0.471 -0.118 0.786
H 4.196079 -1.256426 3.446081 0.610 0.256 -0.045
O -0.377321 -6.674656 -4.593959 2.595 -2.219 -1.013
C 0.520489 -7.506016 -4.693809 -1.433 2.375 1.466
O 0.460599 -8.733776 -4.173899 -0.622 -0.624 -0.646
C 1.768719 -9.279136 -4.112509 -0.115 -0.355 1.211
C 2.585639 -8.446316 -5.028969 -0.553 1.054 0.659
F 2.669969 -8.942596 -6.258109 0.391 -0.757 -1.295
O 1.811979 -7.264226 -5.112129 -0.280 0.480 -0.057
H 2.092679 -9.057106 -3.095719 0.285 -0.437 0.118
H 1.815119 -10.347756 -4.322309 -0.301 0.161 -0.048
H 3.574729 -8.261486 -4.609869 0.043 0.355 -0.381
O -1.896411 1.267794 10.625671 0.870 4.015 -1.594
C -1.630561 2.251514 9.904861 -1.591 -5.972 1.327
O -1.290341 2.031314 8.624061 0.432 -0.892 -0.196
C -0.701691 3.183114 8.124011 -0.061 1.454 -0.428
C -1.420481 4.267444 8.965581 0.006 -0.455 -0.144
F -2.618291 4.644944 8.439581 0.192 0.084 -0.348
O -1.738001 3.528004 10.136571 0.370 1.719 1.019
H 0.372709 3.190174 8.307591 0.099 0.047 0.209
H -0.844351 3.249994 7.045461 -0.313 0.168 0.162
H -0.860581 5.162744 9.235841 -0.008 -0.173 -0.015
O -7.470001 7.243104 2.757241 1.898 -2.994 0.067
C -6.711641 6.288144 2.629141 -1.408 2.366 0.160
O -5.595991 6.295024 1.912451 0.178 0.151 -1.012
C -5.211921 4.941484 1.652891 1.335 0.377 -0.135
C -5.782501 4.184954 2.830091 0.052 0.812 -1.331
F -4.835181 4.118534 3.796671 -0.098 -0.022 0.734
O -6.830901 5.045554 3.164701 -1.529 -0.594 1.450
H -5.569811 4.603064 0.680531 -0.123 0.102 0.058
H -4.122791 4.961034 1.691811 -0.081 -0.371 -0.221
H -6.134191 3.176734 2.611211 -0.215 0.174 0.233
O -5.563701 3.662794 -6.622919 0.963 -3.701 -1.994
C -5.269881 2.588074 -7.159959 0.018 3.316 0.939
O -4.901371 2.425454 -8.478789 -1.276 1.656 1.704
C -4.715411 1.060694 -8.790289 0.191 1.329 0.594
C -5.101881 0.345804 -7.493919 -0.059 1.048 -0.758
F -4.106421 -0.505836 -7.224549 0.247 -0.619 0.924
O -5.172741 1.407054 -6.491639 -0.391 -1.188 -1.515
H -5.351061 0.910724 -9.662969 0.440 -0.756 0.031
H -3.632161 1.029804 -8.907349 -0.128 -1.008 -0.638
H -6.048521 -0.181546 -7.611689 -0.002 -0.083 0.716
O -0.436741 0.862514 0.837471 -0.495 -4.060 -3.173
C -0.529821 -0.171446 0.112081 2.500 6.108 2.301
O 0.145559 -0.388246 -1.015259 2.225 1.718 -1.255
C -0.305731 -1.551416 -1.695169 -0.690 -0.043 1.294
C -0.819991 -2.264706 -0.441099 -2.101 -0.396 -1.586
F 0.124239 -2.960016 0.201661 0.613 -0.445 0.058
O -1.216531 -1.207176 0.368091 -2.519 -2.403 1.918
H -1.059791 -1.159076 -2.377489 -0.366 -0.756 -0.027
H 0.402999 -2.184646 -2.228869 0.564 0.662 0.252
H -1.718511 -2.854236 -0.623349 0.267 -0.410 0.207
C -4.016791 -9.818316 1.935581 1.584 -0.145 -0.045
N -4.599281 -9.134576 0.741921 -1.570 0.707 0.435
O -5.750131 -9.427436 0.443651 0.875 -0.120 -0.070
O -3.969001 -8.214566 0.242331 0.005 -0.961 0.310
H -3.025931 -10.145576 1.620651 0.031 0.055 -0.034
H -4.526831 -10.696046 2.332511 -0.612 0.487 -0.497
H -3.841631 -9.055246 2.693971 -0.312 -0.017 -0.093
C 6.270859 -3.283296 -3.747839 0.307 -0.435 -0.004
N 5.596569 -3.246406 -2.432619 -0.413 0.706 0.318
O 5.773579 -2.189906 -1.826759 -0.542 -1.352 0.103
O 4.879829 -4.191026 -2.109049 0.874 1.177 -0.005
H 6.143049 -4.296416 -4.129079 -0.036 0.390 -0.317
H 7.321249 -3.037396 -3.591899 -0.121 -0.107 0.074
H 5.826859 -2.471716 -4.324299 -0.076 -0.387 -0.175
C 4.361899 2.957944 -4.521419 1.162 0.202 0.769
N 4.712419 4.404344 -4.193349 0.002 0.629 -0.978
O 5.698459 4.915854 -4.730009 -1.092 -0.919 0.717
O 3.935709 4.991954 -3.463159 0.430 -0.326 -0.165
H 3.524749 2.898994 -5.216989 0.161 0.269 0.204
H 4.157739 2.506374 -3.550599 -0.405 0.029 -0.212
H 5.280049 2.505644 -4.896299 -0.262 0.125 -0.310
```
Forces are in eV/Å.

Values from the calculation:
Charge: 0
Electronic energy (Ha): -3827.01330
Relative energy (zero: lowest compared OMol25 entry of this formula, charge and spin) (kJ/mol): 0.0
E_LUMO (eV): -0.6
2S+1: 1
Structure (SMILES): O=C1OC[C@@H](F)O1.O=C1OC[C@@H](F)O1.O=C1OC[C@@H](F)O1.O=C1OC[C@@H](F)O1.O=C1OC[C@@H](F)O1.O=C1OC[C@@H](F)O1.O=C1OC[C@@H](F)O1.C[N+](=O)[O-].C[N+](=O)[O-].C[N+](=O)[O-]

Atomic partial charges in e from the Löwdin method, atoms 1 to 6: atom 1 (O): 0.137, atom 2 (C): -0.582, atom 3 (O): 0.062, atom 4 (C): -0.009, atom 5 (C): -0.294, atom 6 (F): 0.064